Below is a structure of composition C12H12AlBeBrN2O7S at a distorted geometry, with properties calculated with ωB97M-V/def2-TZVPD.

As for the charge: 0. The value obtained for the HOMO energy is -7.8 eV. The value obtained for the maximum force is 3.2 eV/Å. The electronic energy comes out at -117821.714 eV. The calculation puts the HOMO-LUMO gap at 0.1482 Eh.

Atoms and positions in Å:
O1 5.2612 -3.2180 -3.3440
N1 5.4181 -2.4987 -4.2103
O2 4.7505 -1.1698 -3.9211
Al1 3.8951 -0.3458 -5.3558
O3 4.4884 -0.9441 -6.8205
S1 4.4577 1.8204 -4.9461
H1 2.3439 -0.6392 -5.2739
H2 5.4725 -0.6162 -6.9429
H3 5.7796 1.7423 -4.7622
Be1 5.1350 -0.2825 -2.7554
C1 2.6841 0.0637 0.3554
C2 1.8097 0.0928 1.3550
C3 0.3461 0.1654 1.0920
O4 -0.4503 0.1939 2.0001
C4 -0.0937 0.2024 -0.3273
C5 0.7871 0.1731 -1.3230
C6 2.2336 0.1008 -1.0507
O5 3.0289 0.0728 -1.9828
H4 3.7533 0.0119 0.5219
H5 2.1133 0.0661 2.3934
H6 -1.1606 0.2544 -0.5005
H7 0.4925 0.1995 -2.3646
C7 -3.2012 0.2401 4.5397
C8 -3.4379 0.0760 3.1818
C9 -4.7324 0.1437 2.6924
C10 -5.7705 0.3793 3.5721
C11 -5.5536 0.5379 4.9263
C12 -4.2580 0.4666 5.4110
N2 -7.1451 0.4753 3.0497
O6 -7.3065 0.3125 1.8579
O7 -8.0328 0.7143 3.8411
H8 -2.1890 0.1923 4.9190
H9 -2.6133 -0.1011 2.5080
H10 -4.9209 0.0166 1.6372
H11 -6.3765 0.7169 5.6013
H12 -4.0722 0.5914 6.4685
Br1 7.0637 -0.2070 -6.0430